A cluster of 2 separate species, C2H8N4O2 in total at a distorted geometry, computed with the ωB97M-V functional and the def2-TZVPD basis.

The largest force on an atom is 7.95 eV/A. The calculation puts the HOMO-LUMO gap at 9.46 eV. The structure (SMILES) is NC(N)=O.NC(N)=O. The total energy is -450.491932 Eh. The calculation puts the molar mass at 120.1 Da. Its relative energy (zero: lowest compared OMol25 entry of this formula, charge and spin) is 245.7 kJ/mol.

Geometry as ORCA input:
```
! wB97M-V def2-TZVPD RIJCOSX def2/J DEFGRID3
* xyz 0 1
C -0.440 1.126 0.723
N -1.602 0.433 0.856
N -0.437 1.980 -0.368
O 0.175 1.423 1.817
H -1.665 -0.113 1.703
H -1.867 -0.055 0.009
H 0.339 2.630 -0.364
H -1.326 2.362 -0.665
C 0.900 -0.714 -0.208
N 0.441 -1.775 0.572
N 0.663 -0.951 -1.550
O 1.924 -0.063 0.155
H 0.883 -1.788 1.484
H 0.396 -2.678 0.122
H 1.168 -1.628 -2.105
H 0.447 -0.189 -2.180
*
```

Atomic partial charges in e from the Mulliken method, atoms 1 to 2: number 1, C, carries 0.4317; number 2, N, carries -0.4752